Entry 1:
The following is a quantum chemistry calculation of a molecular structure, C36H70BaN15O4S at a distorted geometry, from the OMol25 dataset.

- LUMO (eV) = -1.6392
- energy above the lowest of the compared OMol25 structures with the same formula, charge and spin (kJ/mol) = 248.4
- F_max (hartree/bohr) = 0.1019
- spin multiplicity = 1
- total charge = +1

Positions of all 127 atoms, in Å:
Ba 0.47 1.00 0.10
C 1.87 2.81 -4.89
N 1.33 1.47 -4.79
C 1.41 0.63 -5.97
C 0.55 1.11 -3.68
N 0.99 1.16 -2.46
C 2.42 1.42 -2.29
C 3.05 0.68 -1.09
N 2.75 1.29 0.22
C 3.18 0.38 1.30
C 2.81 0.83 2.71
N 1.37 1.07 2.85
C 0.86 1.41 3.99
N -0.46 1.91 4.04
C -1.43 0.86 4.36
C -0.89 2.78 2.95
N 1.43 1.31 5.23
C 1.00 2.13 6.36
C 2.27 0.18 5.60
C 3.21 2.68 0.38
C 2.06 3.58 0.85
N 0.97 3.62 -0.13
C 0.71 4.74 -0.73
N -0.37 4.84 -1.55
C -1.28 3.71 -1.77
C -0.61 5.95 -2.46
N 1.45 5.93 -0.61
C 1.06 6.88 0.41
C 2.84 5.94 -1.03
N -0.73 0.71 -3.96
C -1.55 0.01 -2.99
C -1.42 1.11 -5.17
H 1.40 3.35 -5.72
H 2.95 2.80 -5.05
H 1.66 3.36 -3.97
H 2.46 0.44 -6.22
H 0.94 1.10 -6.85
H 0.94 -0.33 -5.79
H 2.59 2.50 -2.18
H 2.97 1.12 -3.18
H 4.13 0.64 -1.25
H 2.67 -0.35 -1.09
H 4.27 0.24 1.27
H 2.71 -0.60 1.12
H 3.37 1.73 3.00
H 3.17 0.03 3.36
H -1.08 0.28 5.22
H -1.59 0.18 3.52
H -2.39 1.32 4.63
H -0.20 3.62 2.85
H -1.87 3.17 3.20
H -0.97 2.30 1.98
H 0.45 3.00 6.01
H 1.88 2.45 6.91
H 0.35 1.56 7.04
H 2.00 -0.70 5.02
H 2.07 -0.05 6.65
H 3.34 0.37 5.50
H 3.59 3.06 -0.57
H 4.04 2.75 1.09
H 2.45 4.57 1.10
H 1.67 3.15 1.78
H -1.31 3.05 -0.92
H -0.98 3.13 -2.65
H -2.29 4.10 -1.92
H 0.08 6.76 -2.25
H -1.63 6.32 -2.33
H -0.48 5.64 -3.50
H 0.00 6.78 0.63
H 1.24 7.90 0.08
H 1.62 6.74 1.35
H 3.02 5.14 -1.75
H 3.55 5.82 -0.20
H 3.08 6.89 -1.52
H -0.96 -0.35 -2.16
H -2.03 -0.84 -3.47
H -2.33 0.67 -2.59
H -0.90 1.92 -5.67
H -2.42 1.46 -4.91
H -1.54 0.27 -5.87
C -4.98 -2.68 -1.22
C -5.66 -2.16 0.05
C -5.07 -2.81 1.31
C -5.74 -0.64 0.13
N -4.44 0.06 0.20
C -3.19 -0.37 0.23
N -2.39 0.66 0.29
N -3.19 1.77 0.31
N -4.43 1.42 0.25
H -5.16 -3.75 -1.33
H -3.90 -2.54 -1.21
H -5.39 -2.18 -2.11
H -6.71 -2.45 0.00
H -3.99 -2.67 1.39
H -5.25 -3.89 1.30
H -5.54 -2.41 2.22
H -6.31 -0.33 1.00
H -6.25 -0.25 -0.75
H -2.83 -1.39 0.19
C -1.54 -9.38 2.16
C -0.46 -8.41 1.74
C -0.08 -7.35 2.57
C 0.90 -6.45 2.18
C 1.51 -6.62 0.95
C 1.16 -7.66 0.10
C 0.18 -8.55 0.51
S 2.68 -5.42 0.41
O 3.35 -5.97 -0.73
O 3.39 -4.94 1.56
N 1.81 -4.14 -0.13
C 0.87 -4.33 -1.26
C 0.47 -2.95 -1.77
C -0.33 -2.22 -0.71
O -1.41 -2.70 -0.35
O 0.19 -1.12 -0.25
H -1.76 -9.29 3.23
H -1.24 -10.41 1.96
H -2.46 -9.19 1.61
H -0.56 -7.24 3.54
H 1.21 -5.65 2.84
H 1.67 -7.78 -0.84
H -0.10 -9.38 -0.13
H 1.41 -3.65 0.66
H -0.02 -4.87 -0.95
H 1.37 -4.90 -2.04
H -0.14 -3.05 -2.67
H 1.37 -2.38 -1.99

Entry 2:
The following is a quantum chemistry calculation of a single C3H8I2OSi molecule at a distorted geometry, from the OMol25 dataset.

- LUMO (eV) = -0.5619
- energy above the lowest of the compared OMol25 structures with the same formula, charge and spin (kJ/mol) = 95.6
- F_max (hartree/bohr) = 0.0552
- spin multiplicity = 1

Positions of all 15 atoms, in Å:
C 1.22 -1.70 -0.78
C 1.38 -0.66 0.31
Si -0.23 0.07 0.94
I 0.51 0.68 3.76
I -2.24 -1.26 1.12
O -0.63 1.27 -0.05
C -1.71 1.90 -0.60
H 1.07 -2.68 -0.43
H 0.35 -1.39 -1.42
H 2.17 -1.78 -1.48
H 1.92 0.17 -0.25
H 2.10 -0.85 1.06
H -2.23 1.23 -1.21
H -1.29 2.74 -1.15
H -2.40 2.28 0.19

Entry 3:
The following is a quantum chemistry calculation of a molecular structure, C39H34Cl5N6O3PPb at a distorted geometry, from the OMol25 dataset.

- LUMO (spin up / spin down) (eV) = -0.3186 / -0.3237
- energy above the lowest of the compared OMol25 structures with the same formula, charge and spin (kJ/mol) = 2204.3
- F_max (hartree/bohr) = 0.1080
- spin multiplicity = 1

Positions of all 89 atoms, in Å:
Pb -0.28 -0.42 -0.39
O -0.99 3.65 1.95
C -0.97 4.41 0.84
C -1.53 5.68 0.93
C -1.56 6.51 -0.17
C -1.03 6.08 -1.39
C -0.46 4.83 -1.48
C -0.42 3.97 -0.38
C 0.19 2.62 -0.50
O 0.02 1.78 0.48
N 0.89 2.38 -1.58
N 1.39 1.08 -1.60
C 2.42 0.93 -2.34
C 3.19 -0.31 -2.54
C 4.02 -0.39 -3.66
C 4.75 -1.52 -3.94
C 4.67 -2.62 -3.09
C 3.88 -2.57 -1.95
C 3.16 -1.42 -1.68
O 2.44 -1.24 -0.54
H -0.64 2.76 1.69
H -1.93 5.99 1.88
H -2.00 7.50 -0.09
H -1.05 6.74 -2.26
H -0.03 4.48 -2.41
H 2.78 1.80 -2.89
H 4.07 0.47 -4.33
H 5.38 -1.57 -4.82
H 5.23 -3.52 -3.30
H 3.82 -3.41 -1.27
N -3.73 -0.70 0.76
P -3.17 0.67 -0.11
C -3.90 2.08 0.78
C -4.06 2.05 2.17
C -4.56 3.15 2.84
C -4.91 4.30 2.13
C -4.74 4.34 0.76
C -4.23 3.24 0.08
C -4.26 0.58 -1.56
C -3.69 0.73 -2.82
C -4.48 0.74 -3.96
C -5.86 0.62 -3.84
C -6.44 0.48 -2.59
C -5.65 0.47 -1.45
C -3.05 -1.26 1.83
C -3.71 -2.09 2.74
C -3.01 -2.56 3.83
C -1.69 -2.18 4.00
C -1.11 -1.39 3.03
N -1.76 -0.96 1.95
H -4.72 -0.92 0.74
H -3.77 1.17 2.73
H -4.68 3.12 3.91
H -5.31 5.16 2.66
H -4.99 5.24 0.20
H -4.08 3.29 -0.99
H -2.61 0.83 -2.91
H -4.03 0.85 -4.93
H -6.48 0.63 -4.73
H -7.52 0.38 -2.50
H -6.12 0.40 -0.48
H -4.75 -2.35 2.58
H -3.50 -3.21 4.54
H -1.11 -2.49 4.86
H -0.07 -1.12 3.08
Cl 3.13 -1.35 2.57
C 2.31 -2.52 1.55
C 1.84 -2.33 0.18
C 1.04 -3.24 -0.51
Cl 0.49 -2.84 -2.14
C 0.62 -4.40 0.07
Cl -0.56 -5.42 -0.67
C 1.13 -4.71 1.38
Cl 0.73 -6.25 2.07
C 1.97 -3.84 2.02
Cl 2.60 -4.40 3.58
N 5.49 -0.51 3.65
C 3.91 -0.31 3.64
C 2.97 -0.08 1.52
N 2.88 1.08 0.94
H 5.64 -1.24 4.35
H 6.17 0.24 3.76
H 5.60 -0.99 2.75
H 3.70 0.45 4.36
H 3.23 -2.34 3.43
H 1.96 -1.06 3.29
H 4.35 -1.73 2.10
H 3.47 1.30 0.14
H 1.99 1.57 0.93

What did the third record say?
The following is a quantum chemistry calculation of a molecular structure, C39H34Cl5N6O3PPb at a distorted geometry, from the OMol25 dataset.

- LUMO (spin up / spin down) (eV) = -0.3186 / -0.3237
- energy above the lowest of the compared OMol25 structures with the same formula, charge and spin (kJ/mol) = 2204.3
- F_max (hartree/bohr) = 0.1080
- spin multiplicity = 1

Positions of all 89 atoms, in Å:
Pb -0.28 -0.42 -0.39
O -0.99 3.65 1.95
C -0.97 4.41 0.84
C -1.53 5.68 0.93
C -1.56 6.51 -0.17
C -1.03 6.08 -1.39
C -0.46 4.83 -1.48
C -0.42 3.97 -0.38
C 0.19 2.62 -0.50
O 0.02 1.78 0.48
N 0.89 2.38 -1.58
N 1.39 1.08 -1.60
C 2.42 0.93 -2.34
C 3.19 -0.31 -2.54
C 4.02 -0.39 -3.66
C 4.75 -1.52 -3.94
C 4.67 -2.62 -3.09
C 3.88 -2.57 -1.95
C 3.16 -1.42 -1.68
O 2.44 -1.24 -0.54
H -0.64 2.76 1.69
H -1.93 5.99 1.88
H -2.00 7.50 -0.09
H -1.05 6.74 -2.26
H -0.03 4.48 -2.41
H 2.78 1.80 -2.89
H 4.07 0.47 -4.33
H 5.38 -1.57 -4.82
H 5.23 -3.52 -3.30
H 3.82 -3.41 -1.27
N -3.73 -0.70 0.76
P -3.17 0.67 -0.11
C -3.90 2.08 0.78
C -4.06 2.05 2.17
C -4.56 3.15 2.84
C -4.91 4.30 2.13
C -4.74 4.34 0.76
C -4.23 3.24 0.08
C -4.26 0.58 -1.56
C -3.69 0.73 -2.82
C -4.48 0.74 -3.96
C -5.86 0.62 -3.84
C -6.44 0.48 -2.59
C -5.65 0.47 -1.45
C -3.05 -1.26 1.83
C -3.71 -2.09 2.74
C -3.01 -2.56 3.83
C -1.69 -2.18 4.00
C -1.11 -1.39 3.03
N -1.76 -0.96 1.95
H -4.72 -0.92 0.74
H -3.77 1.17 2.73
H -4.68 3.12 3.91
H -5.31 5.16 2.66
H -4.99 5.24 0.20
H -4.08 3.29 -0.99
H -2.61 0.83 -2.91
H -4.03 0.85 -4.93
H -6.48 0.63 -4.73
H -7.52 0.38 -2.50
H -6.12 0.40 -0.48
H -4.75 -2.35 2.58
H -3.50 -3.21 4.54
H -1.11 -2.49 4.86
H -0.07 -1.12 3.08
Cl 3.13 -1.35 2.57
C 2.31 -2.52 1.55
C 1.84 -2.33 0.18
C 1.04 -3.24 -0.51
Cl 0.49 -2.84 -2.14
C 0.62 -4.40 0.07
Cl -0.56 -5.42 -0.67
C 1.13 -4.71 1.38
Cl 0.73 -6.25 2.07
C 1.97 -3.84 2.02
Cl 2.60 -4.40 3.58
N 5.49 -0.51 3.65
C 3.91 -0.31 3.64
C 2.97 -0.08 1.52
N 2.88 1.08 0.94
H 5.64 -1.24 4.35
H 6.17 0.24 3.76
H 5.60 -0.99 2.75
H 3.70 0.45 4.36
H 3.23 -2.34 3.43
H 1.96 -1.06 3.29
H 4.35 -1.73 2.10
H 3.47 1.30 0.14
H 1.99 1.57 0.93

Repeat the third record exactly.
The following is a quantum chemistry calculation of a molecular structure, C39H34Cl5N6O3PPb at a distorted geometry, from the OMol25 dataset.

- LUMO (spin up / spin down) (eV) = -0.3186 / -0.3237
- energy above the lowest of the compared OMol25 structures with the same formula, charge and spin (kJ/mol) = 2204.3
- F_max (hartree/bohr) = 0.1080
- spin multiplicity = 1

Positions of all 89 atoms, in Å:
Pb -0.28 -0.42 -0.39
O -0.99 3.65 1.95
C -0.97 4.41 0.84
C -1.53 5.68 0.93
C -1.56 6.51 -0.17
C -1.03 6.08 -1.39
C -0.46 4.83 -1.48
C -0.42 3.97 -0.38
C 0.19 2.62 -0.50
O 0.02 1.78 0.48
N 0.89 2.38 -1.58
N 1.39 1.08 -1.60
C 2.42 0.93 -2.34
C 3.19 -0.31 -2.54
C 4.02 -0.39 -3.66
C 4.75 -1.52 -3.94
C 4.67 -2.62 -3.09
C 3.88 -2.57 -1.95
C 3.16 -1.42 -1.68
O 2.44 -1.24 -0.54
H -0.64 2.76 1.69
H -1.93 5.99 1.88
H -2.00 7.50 -0.09
H -1.05 6.74 -2.26
H -0.03 4.48 -2.41
H 2.78 1.80 -2.89
H 4.07 0.47 -4.33
H 5.38 -1.57 -4.82
H 5.23 -3.52 -3.30
H 3.82 -3.41 -1.27
N -3.73 -0.70 0.76
P -3.17 0.67 -0.11
C -3.90 2.08 0.78
C -4.06 2.05 2.17
C -4.56 3.15 2.84
C -4.91 4.30 2.13
C -4.74 4.34 0.76
C -4.23 3.24 0.08
C -4.26 0.58 -1.56
C -3.69 0.73 -2.82
C -4.48 0.74 -3.96
C -5.86 0.62 -3.84
C -6.44 0.48 -2.59
C -5.65 0.47 -1.45
C -3.05 -1.26 1.83
C -3.71 -2.09 2.74
C -3.01 -2.56 3.83
C -1.69 -2.18 4.00
C -1.11 -1.39 3.03
N -1.76 -0.96 1.95
H -4.72 -0.92 0.74
H -3.77 1.17 2.73
H -4.68 3.12 3.91
H -5.31 5.16 2.66
H -4.99 5.24 0.20
H -4.08 3.29 -0.99
H -2.61 0.83 -2.91
H -4.03 0.85 -4.93
H -6.48 0.63 -4.73
H -7.52 0.38 -2.50
H -6.12 0.40 -0.48
H -4.75 -2.35 2.58
H -3.50 -3.21 4.54
H -1.11 -2.49 4.86
H -0.07 -1.12 3.08
Cl 3.13 -1.35 2.57
C 2.31 -2.52 1.55
C 1.84 -2.33 0.18
C 1.04 -3.24 -0.51
Cl 0.49 -2.84 -2.14
C 0.62 -4.40 0.07
Cl -0.56 -5.42 -0.67
C 1.13 -4.71 1.38
Cl 0.73 -6.25 2.07
C 1.97 -3.84 2.02
Cl 2.60 -4.40 3.58
N 5.49 -0.51 3.65
C 3.91 -0.31 3.64
C 2.97 -0.08 1.52
N 2.88 1.08 0.94
H 5.64 -1.24 4.35
H 6.17 0.24 3.76
H 5.60 -0.99 2.75
H 3.70 0.45 4.36
H 3.23 -2.34 3.43
H 1.96 -1.06 3.29
H 4.35 -1.73 2.10
H 3.47 1.30 0.14
H 1.99 1.57 0.93

Which formula does entry 1 have? C36H70BaN15O4S

What is the energy above the lowest of the compared OMol25 structures with the same formula, charge and spin in the first record? 248.4 kJ/mol